[1]
Density functional theory data (ωB97M-V/def2-TZVPD) for a 2-piece molecular cluster, C8H5O2S overall in a non-equilibrium geometry.

For the HOMO energy (alpha / beta), the calculation gives -2.13 / -2.13 eV. The total charge is -1. The value obtained for the energy relative to the best compared isomer or geometry (same formula, charge and spin) is 0.592 eV. The calculation puts the HOMO-LUMO gap (alpha / beta) at 5.57 / 5.57 eV.

Last columns: bonded neighbours and bond lengths (Å).
Positions of all 16 atoms, in Å:
1 C -2.264 -0.624 -0.333  C2 1.389, C3 1.393, H12 1.082
2 C -1.484 -1.198 0.662  C1 1.389, C4 1.375, H13 1.083
3 C -1.784 0.501 -0.999  C1 1.393, C5 1.372, H14 1.083
4 C -0.273 -0.653 1.021  C2 1.375, C6 1.416, H15 1.078
5 C -0.579 1.063 -0.658  C3 1.372, C6 1.417, H16 1.082
6 C 0.197 0.529 0.399  C4 1.416, C5 1.417, C7 1.403
7 C 1.477 1.040 0.661  C6 1.403, O9 1.208
8 C 3.203 -0.176 -0.460  O10 1.187, S11 1.597
9 O 1.965 1.922 1.326  C7 1.208
10 O 3.674 0.560 -1.263  C8 1.187
11 S 3.205 -1.621 0.218  C8 1.597
12 H -3.229 -1.041 -0.590  C1 1.082
13 H -1.835 -2.081 1.181  C2 1.083
14 H -2.381 0.947 -1.785  C3 1.083
15 H 0.322 -1.107 1.796  C4 1.078
16 H -0.216 1.940 -1.176  C5 1.082

[2]
Density functional theory data (ωB97M-V/def2-TZVPD) for a 2-piece molecular cluster, C33H26F6N4O overall in a non-equilibrium geometry.

For the HOMO energy, the calculation gives -6.87 eV. The calculation puts the HOMO-LUMO gap at 5.14 eV.

Last columns: bonded neighbours and bond lengths (Å).
Positions of all 70 atoms, in Å:
1 O 4.008 4.977 -1.815  C2 1.217
2 C 3.049 4.238 -1.934  O1 1.217, C3 1.456, H8 1.116
3 C 1.641 4.605 -1.904  C2 1.456, N4 1.366, N7 1.367
4 N 0.660 3.797 -1.402  C3 1.366, C5 1.360
5 C -0.474 4.546 -1.449  N4 1.360, C6 1.423, H9 1.081
6 C -0.159 5.808 -2.026  C5 1.423, N7 1.363, H10 1.086
7 N 1.177 5.830 -2.298  C3 1.367, C6 1.363
8 H 3.157 3.137 -2.075  C2 1.116
9 H -1.447 4.224 -1.101  C5 1.081
10 H -0.849 6.624 -2.217  C6 1.086
11 F -0.738 1.212 7.032  C12 1.359
12 C 0.289 1.199 6.142  F11 1.359, F13 1.375, F14 1.379, C15 1.504
13 F -0.047 2.035 5.103  C12 1.375
14 F 1.380 1.769 6.762  C12 1.379
15 C 0.652 -0.162 5.614  C12 1.504, N16 1.473, H48 1.093, H49 1.097
16 N 1.722 -0.003 4.615  C15 1.473, C17 1.417, C23 1.371
17 C 2.988 -0.551 4.941  N16 1.417, C18 1.406, C22 1.403
18 C 3.188 -1.937 4.819  C17 1.406, C19 1.391, H50 1.093
19 C 4.364 -2.503 5.301  C18 1.391, C20 1.401, H51 1.091
20 C 5.302 -1.704 5.968  C19 1.401, C21 1.401, H52 1.093
21 C 5.109 -0.320 6.070  C20 1.401, C22 1.394, H53 1.090
22 C 3.975 0.267 5.513  C17 1.403, C21 1.394, H54 1.092
23 C 1.456 0.416 3.337  N16 1.371, C24 1.417, C47 1.413
24 C 2.495 1.003 2.574  C23 1.417, C25 1.378, H55 1.091
25 C 2.247 1.445 1.293  C24 1.378, C26 1.424, H56 1.089
26 C 1.012 1.146 0.649  C25 1.424, C27 1.418, C46 1.428
27 C 0.887 1.335 -0.750  C26 1.418, C28 1.423, H57 1.085
28 C -0.081 0.672 -1.555  C27 1.423, C29 1.419, C45 1.428
29 C -0.589 1.286 -2.729  C28 1.419, C30 1.379, H58 1.083
30 C -1.569 0.692 -3.496  C29 1.379, C31 1.417, H59 1.089
31 C -1.956 -0.644 -3.225  C30 1.417, N32 1.368, C44 1.417
32 N -2.849 -1.313 -4.017  C31 1.368, C33 1.468, C38 1.418
33 C -3.752 -0.593 -4.923  N32 1.468, C34 1.500, H60 1.093, H61 1.091
34 C -4.934 -0.135 -4.122  C33 1.500, F35 1.356, F36 1.378, F37 1.376
35 F -5.861 0.569 -4.820  C34 1.356
36 F -5.570 -1.228 -3.573  C34 1.378
37 F -4.513 0.644 -3.069  C34 1.376
38 C -2.825 -2.727 -4.126  N32 1.418, C39 1.406, C43 1.406
39 C -3.483 -3.529 -3.177  C38 1.406, C40 1.395, H62 1.094
40 C -3.631 -4.895 -3.416  C39 1.395, C41 1.402, H63 1.092
41 C -3.043 -5.476 -4.548  C40 1.402, C42 1.402, H64 1.093
42 C -2.310 -4.688 -5.447  C41 1.402, C43 1.392, H65 1.093
43 C -2.245 -3.309 -5.267  C38 1.406, C42 1.392, H66 1.094
44 C -1.374 -1.319 -2.123  C31 1.417, C45 1.379, H67 1.091
45 C -0.531 -0.651 -1.260  C28 1.428, C44 1.379, H68 1.090
46 C -0.042 0.614 1.453  C26 1.428, C47 1.379, H69 1.090
47 C 0.171 0.263 2.769  C23 1.413, C46 1.379, H70 1.091
48 H 1.074 -0.739 6.440  C15 1.093
49 H -0.241 -0.633 5.186  C15 1.097
50 H 2.402 -2.531 4.347  C18 1.093
51 H 4.528 -3.574 5.175  C19 1.091
52 H 6.190 -2.164 6.409  C20 1.093
53 H 5.830 0.308 6.593  C21 1.090
54 H 3.809 1.346 5.536  C22 1.092
55 H 3.482 1.125 3.024  C24 1.091
56 H 3.009 1.980 0.728  C25 1.089
57 H 1.688 1.869 -1.251  C27 1.085
58 H -0.226 2.277 -2.978  C29 1.083
59 H -2.002 1.236 -4.334  C30 1.089
60 H -3.266 0.277 -5.372  C33 1.093
61 H -4.102 -1.306 -5.672  C33 1.091
62 H -3.881 -3.054 -2.276  C39 1.094
63 H -4.209 -5.501 -2.714  C40 1.092
64 H -3.148 -6.550 -4.722  C41 1.093
65 H -1.800 -5.139 -6.301  C42 1.093
66 H -1.728 -2.655 -5.975  C43 1.094
67 H -1.616 -2.367 -1.942  C44 1.091
68 H -0.186 -1.158 -0.360  C45 1.090
69 H -1.027 0.460 1.012  C46 1.090
70 H -0.638 -0.172 3.357  C47 1.091

[3]
Density functional theory data (ωB97M-V/def2-TZVPD) for a 2-piece molecular cluster, CH7N2OP overall in a non-equilibrium geometry.

For the HOMO energy (alpha / beta), the calculation gives -5.64 / -9.66 eV. The expectation value of S² is 2.0063. The value obtained for the energy relative to the best compared isomer or geometry (same formula, charge and spin) is 1.217 eV. The calculation puts the HOMO-LUMO gap (alpha / beta) at 6.82 / 8.36 eV. The spin multiplicity is 3.

Last columns: bonded neighbours and bond lengths (Å).
Positions of all 12 atoms, in Å:
1 C -1.568 -0.926 0.190  O4 1.430, H6 1.107, H7 1.027, H8 1.142
2 N -0.548 1.830 -0.041  H9 0.993, H10 1.005
3 N 2.150 -0.359 -0.368  P5 1.679, H11 0.946, H12 1.039
4 O -0.173 -1.214 0.058  C1 1.430, P5 1.665
5 P 0.899 -0.132 0.729  N3 1.679, O4 1.665
6 H -2.144 -1.518 0.926  C1 1.107
7 H -1.923 -1.004 -0.770  C1 1.027
8 H -1.486 0.194 0.400  C1 1.142
9 H 0.075 2.081 -0.771  N2 0.993
10 H -0.463 2.433 0.758  N2 1.005
11 H 3.055 -0.110 -0.252  N3 0.946
12 H 2.127 -1.274 -0.860  N3 1.039

[4]
Density functional theory data (ωB97M-V/def2-TZVPD) for one molecule with the formula C2H8N4 in a non-equilibrium geometry.

For the HOMO energy, the calculation gives -8.93 eV. The value obtained for the energy relative to the best compared isomer or geometry (same formula, charge and spin) is 2.187 eV. The calculation puts the HOMO-LUMO gap at 9.83 eV. As for the structure (SMILES): [H]/N=C(\NC)NN.

Last columns: bonded neighbours and bond lengths (Å).
Positions of all 14 atoms, in Å:
1 H 0.624 1.891 0.374  N2 1.003
2 N -0.024 1.327 -0.144  H1 1.003, C3 1.273
3 C -0.006 0.060 -0.020  N2 1.273, N4 1.377, N6 1.454
4 N 1.121 -0.728 0.050  C3 1.377, C5 1.439, H8 0.954
5 C 2.368 -0.011 0.065  N4 1.439, H9 1.203, H10 1.097, H11 1.061
6 N -1.218 -0.732 -0.157  C3 1.454, N7 1.387, H12 0.986
7 N -2.384 -0.025 0.095  N6 1.387, H13 1.054, H14 1.007
8 H 1.024 -1.481 -0.529  N4 0.954
9 H 2.374 0.952 -0.655  C5 1.203
10 H 3.177 -0.725 -0.131  C5 1.097
11 H 2.403 0.394 1.046  C5 1.061
12 H -1.334 -1.468 0.489  N6 0.986
13 H -2.530 0.638 0.901  N7 1.054
14 H -2.374 0.620 -0.678  N7 1.007